# 1
Here is the molecule C5H6O from the OMol25 dataset. Energies are from ωB97M-V/def2-TZVPD.

Structure (ORCA input):
```
! wB97M-V def2-TZVPD RIJCOSX def2/J DEFGRID3
* xyz 0 1
C -1.11 -2.64 1.02
C -0.70 -1.73 0.35
C -0.18 -0.65 -0.49
O 0.32 -0.90 -1.57
C -0.25 0.76 0.05
C 1.04 1.53 -0.27
H -1.46 -3.48 1.58
H -1.10 1.23 -0.44
H -0.46 0.74 1.13
H 1.00 2.55 0.12
H 1.19 1.55 -1.35
H 1.90 1.02 0.17
*
```

Values from the calculation:
- Kohn-Sham gap (eV) = 10.6
- SMILES string = C#CC(=O)CC
- relative energy (zero: lowest compared OMol25 entry of this formula, charge and spin) (kcal/mol) = 40.4
- total energy (eV) = -7327.5322
- HOMO level (hartree) = -0.3784


# 2
Here is the molecule C5H6O from the OMol25 dataset. Energies are from ωB97M-V/def2-TZVPD.

Structure (ORCA input):
```
! wB97M-V def2-TZVPD RIJCOSX def2/J DEFGRID3
* xyz 0 1
C 0.85 0.39 1.76
C 0.35 -0.25 0.52
C -0.46 0.45 -0.49
O 0.58 1.31 -0.72
C -0.83 -0.38 -1.65
C -1.19 -1.02 -2.60
H 0.60 -0.20 2.66
H 0.51 1.42 1.82
H 1.95 0.39 1.70
H -1.35 0.82 0.00
H 0.52 -1.34 0.44
H -1.52 -1.58 -3.44
*
```

Values from the calculation:
- Kohn-Sham gap (alpha / beta) (eV) = 8.8 / 8.8
- relative energy (zero: lowest compared OMol25 entry of this formula, charge and spin) (kcal/mol) = 114.2
- total energy (eV) = -7324.3314
- HOMO level (alpha / beta) (hartree) = -0.3480 / -0.3478


# 3
Here is the molecule C5H6O from the OMol25 dataset. Energies are from ωB97M-V/def2-TZVPD.

Structure (ORCA input):
```
! wB97M-V def2-TZVPD RIJCOSX def2/J DEFGRID3
* xyz 0 1
C -1.72 0.44 -0.10
C -0.74 1.27 0.25
C 0.68 1.06 -0.09
C 1.12 -0.19 -0.13
C 0.95 -1.60 0.03
O 2.21 -0.95 -0.34
H -1.53 -0.41 -0.75
H -2.74 0.56 0.26
H -0.97 2.14 0.87
H 1.35 1.90 -0.26
H 0.92 -2.02 1.04
H 0.49 -2.19 -0.75
*
```

Values from the calculation:
- Kohn-Sham gap (eV) = 9.7
- SMILES string = C=C/C=C1\CO1
- relative energy (zero: lowest compared OMol25 entry of this formula, charge and spin) (kcal/mol) = 57.3
- total energy (eV) = -7326.7979
- HOMO level (hartree) = -0.3159


# 4
Here is the molecule C5H6O from the OMol25 dataset. Energies are from ωB97M-V/def2-TZVPD.

Structure (ORCA input):
```
! wB97M-V def2-TZVPD RIJCOSX def2/J DEFGRID3
* xyz 0 1
C -1.16 0.47 0.01
C -0.96 -1.08 0.02
C 0.49 -1.12 0.08
C 1.61 -0.66 0.23
C 2.24 0.65 0.34
O 1.65 1.56 0.89
H -1.95 0.78 0.68
H -0.25 0.97 0.39
H -1.34 0.82 -1.00
H -1.37 -1.57 -0.87
H -1.42 -1.56 0.89
H 3.21 0.83 -0.13
*
```

Values from the calculation:
- Kohn-Sham gap (eV) = 10.4
- SMILES string = CCC#CC=O
- relative energy (zero: lowest compared OMol25 entry of this formula, charge and spin) (kcal/mol) = 63.7
- total energy (eV) = -7326.5233
- HOMO level (hartree) = -0.3691


# 5
Here is a cluster of 2 separate species, C5H6O in total from the OMol25 dataset. Energies are from ωB97M-V/def2-TZVPD.

Structure (ORCA input):
```
! wB97M-V def2-TZVPD RIJCOSX def2/J DEFGRID3
* xyz 0 1
C 0.24 -1.59 -0.58
C 0.39 -0.42 0.33
C -0.92 0.40 0.12
O -1.92 -0.09 -0.38
C -0.71 1.77 0.46
C 0.36 2.32 0.60
H 0.80 -2.49 -0.25
H 0.44 -1.39 -1.64
H -1.31 -1.31 -0.55
H 1.13 0.43 0.29
H 0.43 -0.75 1.37
H 1.10 3.08 0.66
*
```

Values from the calculation:
- Kohn-Sham gap (eV) = 8.3
- relative energy (zero: lowest compared OMol25 entry of this formula, charge and spin) (kcal/mol) = 122.8
- total energy (eV) = -7323.9607
- HOMO level (hartree) = -0.3156


# 6
Here is the molecule C5H6O from the OMol25 dataset. Energies are from ωB97M-V/def2-TZVPD.

Structure (ORCA input):
```
! wB97M-V def2-TZVPD RIJCOSX def2/J DEFGRID3
* xyz 0 1
O -1.23 2.20 0.18
C -0.62 1.15 0.18
C 0.67 0.89 0.85
C 1.23 -0.22 0.35
C 0.20 -1.07 -0.36
C -0.98 -0.12 -0.62
H 1.05 1.48 1.66
H 2.26 -0.52 0.50
H -0.09 -1.80 0.41
H 0.57 -1.61 -1.23
H -1.94 -0.50 -0.24
H -1.11 0.12 -1.68
*
```

Values from the calculation:
- Kohn-Sham gap (eV) = 10.2
- SMILES string = O=C1C=CCC1
- relative energy (zero: lowest compared OMol25 entry of this formula, charge and spin) (kcal/mol) = 6.3
- total energy (eV) = -7329.0127
- HOMO level (hartree) = -0.3491